[1]
Molecular formula: C48H41F9GeN4O8Ti
Method: DFT, ωB97M-V/def2-TZVPD

Summary:
Multiplicity = 2
E_LUMO (alpha / beta) = 2.0301 / 2.0542 eV
Net charge = -1
Calculated total energy = -176879.12770 eV
Molecular weight = 1093.3 g mol⁻¹
HOMO-LUMO gap (alpha / beta) = 6.00 / 6.18 eV

Last column: Löwdin spin population.
Geometry (Å):
1 Ti -0.4244 -0.0314 -0.0680  0.778
2 C 4.3178 1.8943 -0.0228  0.000
3 C 3.0683 2.4626 0.5422  0.000
4 N 1.9210 1.8438 0.6995  0.004
5 C 1.0124 2.7717 1.1699  0.000
6 C 1.6776 4.0006 1.3324  0.000
7 N 2.9741 3.7520 0.9200  0.000
8 C 1.3548 5.3352 1.7973  0.000
9 O 0.1205 5.5695 2.2312  0.000
10 O 2.2167 6.2081 1.7845  0.000
11 C -0.3851 2.4726 1.3897  -0.001
12 O -1.1529 3.3011 1.9335  -0.002
13 O -0.8106 1.3081 0.9686  -0.005
14 H 4.0650 1.1177 -0.7391  0.000
15 H 4.9340 1.4578 0.7613  0.000
16 H 4.8985 2.6683 -0.5210  0.000
17 H 3.6755 4.4769 0.9172  0.000
18 H -0.4517 4.7371 2.1768  0.000
19 O 0.1421 -2.0534 -1.1759  0.000
20 C -0.9432 -2.9385 -1.0073  0.007
21 C -1.7312 -2.6203 0.2471  0.050
22 C -2.5983 -3.5501 0.7707  -0.007
23 C -3.4204 -3.2195 1.8470  0.061
24 C -3.2997 -1.9219 2.3561  -0.006
25 C -2.3821 -1.0574 1.8252  0.049
26 N -1.5729 -1.3663 0.7696  -0.004
27 H 0.0150 -1.5044 -1.9620  0.000
28 H -0.5437 -3.9645 -0.9485  0.001
29 H -1.6182 -2.9009 -1.8714  0.003
30 H -2.6439 -4.5328 0.3242  -0.002
31 H -4.1218 -3.9291 2.2528  0.005
32 H -3.9165 -1.6010 3.1783  -0.002
33 H -2.2567 -0.0613 2.2303  0.001
34 C 6.9165 5.6231 -2.3515  0.000
35 C 6.4058 4.4113 -3.0812  0.000
36 C 7.3057 3.6323 -3.7943  0.000
37 C 6.8783 2.5083 -4.4776  0.000
38 C 5.5450 2.1814 -4.4694  0.000
39 C 4.6117 2.9531 -3.7657  0.000
40 N 3.3179 2.4739 -3.8250  0.001
41 C 2.1408 3.0392 -3.3812  0.001
42 C 1.7191 4.3036 -3.8008  0.000
43 C 0.5400 4.8406 -3.3291  0.001
44 C -0.2435 4.1372 -2.4256  0.000
45 C 0.1375 2.8636 -2.0542  0.002
46 C 1.2969 2.2793 -2.5484  0.001
47 C 1.5925 0.8514 -2.2047  0.011
48 O 2.4245 0.1935 -2.8493  0.017
49 O 0.9295 0.3557 -1.2301  0.013
50 C 5.0510 4.0684 -3.0298  0.000
51 C 4.1229 4.8686 -2.1567  0.000
52 H 7.9476 5.8195 -2.6397  0.000
53 H 6.8870 5.4796 -1.2692  0.000
54 H 6.3078 6.4949 -2.5892  0.000
55 H 8.3493 3.9052 -3.8038  0.000
56 H 7.5829 1.8933 -5.0171  0.000
57 H 5.1848 1.3045 -4.9855  0.000
58 H 3.2492 1.4511 -3.7772  0.000
59 H 2.3279 4.8463 -4.5085  0.000
60 H 0.2246 5.8164 -3.6643  0.000
61 H -1.1485 4.5672 -2.0277  0.000
62 H -0.4510 2.2805 -1.3586  0.001
63 H 3.6572 5.6828 -2.7152  0.000
64 H 4.6596 5.3049 -1.3167  0.000
65 H 3.3207 4.2504 -1.7636  0.000
66 C 1.8619 -2.8099 0.9000  -0.002
67 Ge 1.5365 -0.8755 1.5132  -0.002
68 C 3.4503 -0.6395 2.1849  0.000
69 C 3.7732 -0.2886 3.4893  -0.001
70 C 5.0909 -0.2381 3.9117  0.000
71 C 6.1183 -0.5381 3.0345  -0.001
72 C 5.8144 -0.9032 1.7340  0.000
73 C 4.4949 -0.9532 1.3218  0.000
74 C 0.4362 -1.0537 3.2178  -0.001
75 C -0.1935 -2.2520 3.4702  -0.001
76 C -1.0077 -2.4324 4.5911  0.001
77 C -1.2225 -1.3985 5.4629  -0.001
78 C -0.6010 -0.1521 5.2545  0.000
79 C -0.7650 0.9215 6.1529  0.000
80 C -0.1454 2.1244 5.9367  0.000
81 C 0.6721 2.3020 4.8161  0.000
82 C 0.8547 1.2727 3.9286  0.000
83 C 0.2293 0.0249 4.1126  0.000
84 H 2.5441 -3.2874 1.5981  0.000
85 H 2.3143 -2.8002 -0.0876  0.000
86 H 0.9410 -3.3784 0.8458  0.000
87 H 2.9843 -0.0614 4.1904  0.000
88 H 5.3160 0.0352 4.9331  0.000
89 H 7.1473 -0.4899 3.3607  0.000
90 H 6.6094 -1.1405 1.0408  0.000
91 H 4.2647 -1.2274 0.3026  0.000
92 H -0.0550 -3.0870 2.7996  0.000
93 H -1.4786 -3.3918 4.7526  0.000
94 H -1.8690 -1.5217 6.3202  0.000
95 H -1.3897 0.7718 7.0231  0.000
96 H -0.2744 2.9345 6.6401  0.000
97 H 1.1577 3.2534 4.6559  0.000
98 H 1.5049 1.3917 3.0752  0.000
99 F -2.5881 2.4510 -1.0978  0.000
100 C -3.3681 1.3898 -1.2578  0.000
101 F -4.5566 1.8423 -1.6824  0.000
102 F -3.5424 0.8579 -0.0394  0.002
103 C -2.7512 0.3165 -2.1935  0.002
104 O -1.6086 -0.1486 -1.7173  0.022
105 C -3.7905 -0.8470 -2.3075  0.001
106 F -3.9605 -1.4528 -1.1312  0.001
107 F -5.0051 -0.4930 -2.7372  0.000
108 F -3.3391 -1.7832 -3.1530  0.000
109 C -2.5252 0.8639 -3.6493  0.001
110 F -3.4888 0.5051 -4.5134  0.000
111 F -2.4382 2.1910 -3.7186  0.000
112 F -1.3864 0.3580 -4.1213  0.000

Cartesian forces, eV/Å:
Ti 1.9756 -2.4368 -1.2518
C 0.0272 0.0340 0.1092
C -0.1683 -0.0412 -0.0131
N -0.2863 0.9491 0.0352
C 2.4090 1.0716 -0.3101
C 0.2274 -1.7572 -0.4824
N -1.0756 0.5777 0.4740
C 0.0035 1.5976 0.3601
O 0.2202 -0.3394 -0.1380
O -0.6900 -0.6934 0.0356
C -2.0718 1.1365 1.0260
O 1.1512 -1.3073 -0.9459
O -0.7633 3.7663 2.5198
H 0.0355 -0.0803 -0.0579
H -0.0111 -0.0236 0.0123
H 0.0015 0.0728 -0.1243
H 0.0236 -0.0222 -0.0470
H 0.3084 0.1778 -0.0425
O -0.3503 0.0980 0.1656
C -0.0718 -0.4562 -0.1051
C 0.5790 0.8567 -0.1047
C -0.4589 -0.1580 0.5992
C 0.6328 0.7118 -0.4499
C -0.4557 -0.8040 -0.0515
C 0.5851 0.1579 -0.5286
N -2.5569 -2.7790 1.2158
H -0.0294 -0.1829 -0.2280
H -0.1473 0.2533 0.0770
H 0.0721 0.0393 0.1625
H 0.0097 -0.0708 -0.0765
H -0.0850 -0.0735 0.0881
H -0.0155 0.1139 0.1379
H -0.0084 -0.0684 -0.0027
C -0.0415 -0.0850 -0.0299
C 0.1665 -0.0993 -0.1204
C 0.0739 0.1532 0.0415
C -0.0411 -0.0431 0.0372
C 0.0138 -0.0142 0.0518
C 0.3665 0.2351 -0.0846
N -0.0869 -0.5897 -0.1512
C -0.5324 -0.0075 0.0219
C 0.0447 -0.1739 -0.0432
C -0.0226 0.0131 0.0755
C -0.0387 0.0058 0.1005
C 0.1920 -0.1252 0.0542
C 0.0268 0.2434 0.0168
C 0.2624 -0.4347 -0.0870
O -0.2218 0.1528 0.1370
O 1.7219 0.9552 -2.4464
C -0.1438 -0.0691 -0.0398
C 0.0728 -0.0666 -0.0219
H 0.0132 0.0713 0.0346
H 0.0049 0.0576 0.0313
H 0.0549 0.1206 0.0616
H 0.1668 0.0710 -0.0091
H 0.0775 -0.0631 -0.0545
H -0.0334 -0.0798 -0.1368
H 0.0739 0.1748 0.0535
H 0.0963 0.0482 -0.0515
H -0.0145 0.1529 -0.0450
H -0.1384 0.0581 0.0211
H 0.0180 0.2221 -0.2707
H -0.0590 0.0802 0.1104
H 0.0443 0.0430 0.0383
H 0.0123 0.0977 0.0805
C 0.1331 0.5240 0.7081
Ge -0.0830 -1.3765 0.2469
C -0.9770 0.1032 -0.3162
C -0.0887 0.0192 0.0091
C 0.1127 0.0777 0.1624
C 0.1103 0.0171 0.0395
C 0.1182 -0.0503 -0.0648
C -0.0986 -0.0812 -0.0337
C 0.8926 -0.7509 -0.4189
C 0.4184 0.2776 0.0247
C -0.3172 0.1949 0.4044
C -0.0987 -0.3683 -0.0305
C 0.1247 0.1418 -0.2611
C 0.0197 0.3175 0.0652
C -0.2946 -0.2703 0.3804
C 0.2357 -0.1462 -0.4912
C 0.0625 0.3729 0.2611
C -0.2698 -0.2581 0.4026
H 0.0724 -0.2298 0.1255
H 0.0089 0.0922 -0.0964
H -0.1866 -0.1777 -0.0112
H -0.0304 0.0067 0.1392
H 0.0302 0.0354 0.1102
H 0.1005 -0.0113 0.0429
H 0.0690 -0.0365 -0.0850
H 0.0302 -0.0994 -0.1849
H 0.0841 -0.1262 -0.1047
H -0.0968 -0.1024 0.0726
H -0.0431 -0.0383 0.1436
H -0.0696 0.0291 0.0972
H -0.0430 0.0707 0.0467
H 0.0670 0.1025 -0.0617
H 0.0701 0.0246 0.0402
F 0.2253 0.2341 -0.0274
C -0.3066 0.0626 0.0798
F -0.1343 0.0072 -0.0956
F -0.1889 0.0295 0.0135
C -0.5307 -0.1161 -0.2885
O -0.1731 0.1039 -0.0780
C -0.1785 -0.1896 -0.0368
F -0.0186 -0.0988 0.2695
F -0.2278 0.1240 0.0203
F 0.2734 -0.1821 -0.2214
C 0.2001 -0.0947 -0.3715
F -0.2367 0.0317 -0.1089
F 0.0173 0.3359 0.1673
F 0.0706 0.0439 -0.1187

---

[2]
Molecular formula: C9H13N2OS
Method: DFT, ωB97M-V/def2-TZVPD

Summary:
E_LUMO = -5.8089 eV
Net charge = +1
Calculated total energy = -25387.85815 eV
Molecular weight = 197.3 g mol⁻¹
HOMO-LUMO gap = 7.01 eV

Last column: natural (NBO) charge in e.
Geometry (Å):
1 C -0.4345 3.5246 1.1923  -0.092
2 C 0.0289 2.1764 1.1091  -0.126
3 C 1.0526 0.8640 1.2139  -0.014
4 C 0.7592 -0.4332 2.2286  0.054
5 N 1.7904 -1.5372 2.2554  -0.278
6 N 2.9680 -1.6802 1.5862  -0.144
7 C 3.3567 -0.6068 0.6326  0.058
8 S 5.0055 -0.6989 -0.3291  0.051
9 C 2.4660 0.7754 0.3229  -0.104
10 H -0.7100 4.6764 1.3457  0.327
11 H -0.2263 -0.4855 2.8980  0.302
12 H 1.5494 -2.3319 2.9260  0.458
13 H 5.8177 0.2724 0.3398  0.194
14 H 2.7863 1.6056 -0.4367  0.302
15 C -3.3976 -0.8075 -1.8366  -0.631
16 C -2.2128 0.0539 -1.4296  0.090
17 C -0.8981 -0.6847 -1.6232  -0.625
18 O -2.3480 0.4262 -0.0604  -0.719
19 H -3.4499 -1.7160 -1.2261  0.198
20 H -4.3377 -0.2676 -1.6803  0.228
21 H -3.3312 -1.0977 -2.8899  0.220
22 H -2.2076 0.9760 -2.0209  0.186
23 H -0.8617 -1.5888 -1.0051  0.191
24 H -0.0550 -0.0572 -1.3146  0.194
25 H -0.7567 -0.9712 -2.6700  0.227
26 H -2.3536 -0.3863 0.4723  0.452

Cartesian forces, eV/Å:
C 4.0386 -9.2247 -0.1411
C -0.8130 7.7988 1.2479
C 1.3274 -0.8988 -0.2459
C 2.8903 1.1636 -2.7025
N -2.6250 3.1921 -0.4226
N -0.5290 4.2286 -2.3445
C -2.4136 1.8888 1.3763
S -1.0993 0.4812 1.7181
C -2.3817 -3.4578 3.8083
H 0.4503 -3.2979 -0.5751
H 2.5823 -0.1070 -1.5577
H 0.7191 1.2742 -1.3158
H -1.5100 -1.1160 -0.4602
H -0.6402 -1.8421 1.6193
C -0.2819 0.1284 -0.1675
C -0.0759 -0.6920 0.0179
C 0.2802 0.1406 -0.1580
O 0.1891 0.1414 0.4613
H 0.1398 0.0202 -0.0837
H 0.1891 -0.0315 -0.0833
H -0.0383 -0.0040 0.1411
H -0.0137 -0.0177 0.2947
H -0.1409 -0.0400 -0.0941
H -0.1030 0.0090 -0.1347
H 0.0285 -0.0140 0.1568
H -0.1693 0.2766 -0.3549

---

- Which of these has the highest net charge?
  C9H13N2OS